Record 1
{"formula": "C29H29N4O7PS2SeW", "method": "ωB97M-V/def2-TZVPD", "symbols": ["W", "C", "C", "C", "C", "C", "H", "H", "H", "H", "H", "C", "O", "C", "C", "C", "C", "C", "C", "C", "N", "C", "C", "N", "C", "C", "C", "C", "N", "C", "C", "N", "C", "C", "C", "C", "H", "H", "H", "H", "H", "H", "H", "H", "H", "H", "H", "H", "H", "H", "C", "C", "O", "P", "S", "S", "O", "C", "C", "H", "H", "H", "H", "H", "H", "H", "H", "H", "H", "O", "Se", "O", "O", "O"], "xyz": [[-1.4877, 1.6900, -1.3870], [0.5817, 2.6336, -2.3399], [-0.1952, 2.0689, -3.3733], [-1.3867, 2.8281, -3.4858], [-1.3377, 3.8560, -2.5270], [-0.1281, 3.7385, -1.8198], [1.5707, 2.3178, -2.0431], [0.1000, 1.2672, -4.0319], [-2.1487, 2.7050, -4.2361], [-2.0944, 4.6116, -2.3866], [0.2199, 4.4086, -1.0500], [8.8359, -4.1142, 5.9061], [8.2635, -4.5805, 4.6929], [7.2702, -3.8540, 4.1419], [6.7498, -4.3502, 2.9426], [5.7290, -3.6874, 2.3045], [5.2012, -2.5100, 2.8431], [5.7264, -2.0231, 4.0322], [6.7562, -2.6810, 4.6895], [4.1146, -1.8336, 2.1332], [3.5639, -2.2472, 1.0128], [2.6047, -1.3141, 0.7297], [2.5707, -0.3229, 1.6788], [3.5510, -0.6630, 2.5803], [1.6777, 0.7845, 1.6090], [1.6122, 1.8305, 2.5530], [0.7110, 2.8469, 2.3759], [-0.1348, 2.8247, 1.2581], [-0.0823, 1.8563, 0.3558], [0.7990, 0.8286, 0.5187], [0.8081, -0.2248, -0.4851], [-0.0848, -0.1366, -1.5170], [-0.0869, -1.0823, -2.4478], [0.8001, -2.1724, -2.4160], [1.6973, -2.2772, -1.3854], [1.7105, -1.2845, -0.3844], [9.6119, -4.8283, 6.1627], [8.0893, -4.0844, 6.7027], [9.2783, -3.1247, 5.7727], [7.1673, -5.2616, 2.5381], [5.3236, -4.0718, 1.3793], [5.3452, -1.1164, 4.4856], [7.1410, -2.2788, 5.6138], [3.8018, -0.1770, 3.4219], [2.2686, 1.8247, 3.4128], [0.6150, 3.6555, 3.0847], [-0.8708, 3.5998, 1.0979], [-0.8081, -0.9988, -3.2470], [0.7439, -2.9075, -3.2048], [2.3984, -3.0970, -1.3111], [-7.6843, 1.7292, -4.7930], [-6.2067, 1.4979, -4.9865], [-5.7277, 0.6129, -3.9499], [-4.7050, 1.0124, -2.8030], [-2.8635, 0.2697, -3.2366], [-4.7104, 2.9212, -2.4772], [-5.1903, 0.1212, -1.5831], [-6.4434, 0.3332, -0.9102], [-6.4420, -0.5818, 0.3200], [-8.0793, 2.3151, -5.6233], [-7.8664, 2.2788, -3.8693], [-8.2239, 0.7836, -4.7561], [-5.6496, 2.4333, -4.9405], [-5.9895, 0.9994, -5.9305], [-7.2558, 0.0590, -1.5866], [-6.5452, 1.3893, -0.6502], [-6.7570, -1.5893, 0.0412], [-7.1481, -0.2015, 1.0582], [-4.5773, -1.1331, 0.4123], [-2.5472, 1.5424, 2.1421], [-3.3718, 1.6256, 0.7631], [-5.1750, -0.6164, 0.9686], [-2.5000, 2.8816, -0.2109], [-2.5042, 0.4449, -0.3496]], "forces_ev_per_angstrom": [[1.917, -0.322, -2.146], [-0.070, -0.015, 0.055], [-0.146, 0.071, -0.153], [0.052, 0.326, -0.350], [-0.193, 0.098, -0.130], [-0.030, -0.119, 0.089], [-0.113, -0.119, 0.120], [-0.112, -0.107, 0.158], [-0.082, -0.091, 0.208], [-0.075, -0.171, 0.153], [-0.107, -0.137, 0.134], [-0.020, -0.014, -0.017], [-0.048, 0.049, -0.045], [0.071, -0.058, 0.039], [-0.023, 0.026, 0.014], [0.043, -0.039, 0.022], [-0.103, 0.056, -0.088], [0.054, -0.037, 0.044], [-0.038, -0.031, -0.075], [0.176, -0.040, 0.161], [-0.081, 0.141, 0.071], [-0.012, -0.080, -0.137], [0.014, 0.121, 0.066], [-0.142, -0.069, -0.186], [0.047, 0.181, 0.298], [-0.098, -0.022, -0.171], [-0.085, -0.127, -0.201], [0.255, -0.145, 0.111], [-0.047, -0.389, 0.338], [-0.225, -0.100, -0.392], [-0.294, 0.381, 0.073], [-0.189, 0.095, 0.141], [0.353, -0.155, 0.311], [-0.155, 0.273, 0.105], [-0.072, 0.167, 0.075], [0.043, -0.329, -0.258], [0.000, 0.011, 0.009], [0.018, 0.009, 0.012], [0.013, -0.001, 0.023], [0.006, -0.012, -0.001], [-0.014, 0.010, -0.011], [-0.010, 0.026, 0.007], [0.000, 0.005, 0.007], [0.008, 0.009, 0.011], [0.004, 0.014, 0.028], [0.039, 0.007, 0.018], [0.011, -0.096, -0.001], [-0.010, 0.035, 0.047], [0.032, -0.031, -0.002], [0.004, -0.029, -0.009], [-0.021, 0.033, 0.002], [0.065, -0.002, -0.057], [0.175, -0.475, 0.165], [-0.245, 0.589, -0.335], [0.114, 0.295, 0.435], [-0.186, 0.237, 0.209], [-0.044, -0.333, 0.059], [-0.011, -0.067, 0.027], [0.095, 0.161, -0.039], [0.006, 0.015, -0.010], [0.009, -0.005, 0.010], [0.007, -0.023, -0.006], [-0.018, 0.003, -0.011], [-0.023, -0.014, 0.015], [-0.040, 0.043, 0.057], [0.135, -0.020, 0.051], [0.077, -0.028, -0.025], [-0.055, -0.003, -0.093], [-0.037, 0.071, 0.011], [-0.335, 0.064, -0.534], [0.279, -0.009, 0.136], [0.000, -0.059, -0.104], [-0.484, -0.214, 0.455], [-0.031, 0.515, 1.006]], "e_tot_ev": -148966.0804, "s2": 0.76, "molar_mass_g_mol": 903.48, "lumo_energy_ha": [-0.1333, -0.1337], "multiplicity": 2, "de_lowest_kj_mol": 0.0, "e_homo_ev": [-10.29, -10.29], "total_charge": 1}


Record 2
{"formula": "C6H14N4O2S", "method": "ωB97M-V/def2-TZVPD", "symbols": ["C", "C", "N", "C", "N", "C", "S", "C", "O", "O", "C", "N", "N", "H", "H", "H", "H", "H", "H", "H", "H", "H", "H", "H", "H", "H", "H"], "xyz": [[-1.1822, -0.0382, 2.9395], [-0.5910, -0.1683, 1.6065], [-1.3968, -0.6414, 0.6312], [-0.7723, -1.1241, -0.6136], [-0.6737, -2.5149, -0.6192], [0.5473, -0.3079, -0.8029], [0.2708, 1.6101, -1.2299], [-0.2640, 1.7407, -2.9098], [1.6180, 2.0352, -1.0730], [-0.6771, 1.8949, -0.1572], [1.3791, -0.1925, 0.3380], [2.6610, -0.0268, 0.3361], [0.7394, -0.2078, 1.5562], [-0.9272, 1.0646, 3.2603], [-0.6881, -0.6091, 3.6925], [-2.2412, -0.1356, 2.8604], [-2.3319, -0.3136, 0.7526], [-1.6362, -0.8133, -1.2660], [-0.3568, -3.0607, 0.2373], [-0.9679, -2.9692, -1.4844], [1.2688, -0.7689, -1.5467], [-0.8752, 0.8369, -2.9265], [-1.0922, 2.4837, -3.0232], [0.6010, 1.8934, -3.5908], [3.1577, 0.2703, -0.5051], [3.1813, 0.0750, 1.1890], [1.2494, -0.0123, 2.3490]], "forces_ev_per_angstrom": [[0.687, 4.355, 0.023], [-2.832, -3.141, 0.235], [3.947, 1.517, 2.601], [-1.904, 0.902, -0.246], [0.576, -1.061, 0.833], [0.088, -0.235, -3.199], [0.099, -0.795, 2.489], [-1.396, 0.229, 0.447], [0.620, 1.006, -0.544], [0.287, 0.335, -1.906], [0.310, 0.077, 2.304], [0.150, 0.143, -0.598], [-0.138, -0.358, -3.360], [-0.762, -1.712, -0.347], [0.151, -0.909, 0.360], [-0.645, -0.250, 0.517], [-0.944, -0.404, -0.423], [1.632, -0.286, -0.701], [-0.681, 0.976, -2.064], [0.239, -0.229, 0.908], [-1.458, 0.463, 0.103], [0.442, -0.513, -1.049], [1.057, 0.093, 0.365], [-0.717, -0.459, 0.506], [-0.203, -0.363, 0.035], [0.239, 0.076, 0.384], [1.157, 0.544, 2.326]], "smiles": "CC1=[NH+][C@H](N)[C@@H](S(C)(=O)=O)C(=[NH2+])N1", "e_tot_ev": -27321.4124, "molar_mass_g_mol": 206.27, "lumo_energy_ha": -0.3271, "multiplicity": 1, "de_lowest_kj_mol": 7.5, "e_homo_ev": -17.15, "total_charge": 2}


Record 3
{"formula": "C27H36BrN3O4RhSSi", "method": "ωB97M-V/def2-TZVPD", "symbols": ["Rh", "C", "C", "C", "C", "O", "Si", "S", "O", "C", "C", "C", "C", "O", "C", "C", "C", "C", "H", "H", "H", "H", "H", "H", "H", "H", "H", "H", "H", "H", "H", "H", "H", "H", "H", "H", "H", "H", "H", "H", "H", "H", "H", "H", "H", "Br", "C", "C", "C", "C", "C", "C", "N", "N", "C", "C", "C", "C", "O", "C", "N", "C", "C", "C", "C", "H", "H", "H", "H", "H", "H", "H", "H", "H"], "xyz": [[0.4548, -0.2585, -0.1123], [3.3555, -0.5237, -1.9719], [3.4865, -1.1476, -0.5943], [3.0595, -2.6057, -0.6191], [4.8918, -0.9602, -0.0492], [2.5568, -0.3933, 0.2927], [2.4911, -0.4507, 1.9839], [0.3493, -0.3403, 2.0673], [3.0669, -1.8631, 2.4735], [3.4039, -2.3461, 3.8103], [3.3505, -3.8604, 3.7164], [2.3743, -1.8209, 4.8000], [4.8034, -1.8569, 4.1465], [3.2985, 0.7499, 2.6758], [3.1396, 2.1753, 2.8898], [2.1890, 2.3774, 4.0594], [4.5314, 2.6911, 3.2154], [2.6027, 2.8204, 1.6237], [3.9525, -1.0953, -2.6818], [3.7219, 0.5033, -1.9825], [2.3208, -0.5460, -2.3263], [3.7105, -3.1594, -1.2952], [2.0349, -2.7043, -0.9874], [3.1215, -3.0529, 0.3705], [5.6062, -1.4299, -0.7251], [5.0010, -1.4197, 0.9317], [5.1369, 0.1003, 0.0249], [2.3493, -4.1921, 3.4405], [3.6116, -4.3054, 4.6764], [4.0569, -4.2192, 2.9674], [1.3700, -2.1429, 4.5169], [2.4031, -0.7298, 4.8535], [2.5817, -2.2062, 5.7980], [5.5216, -2.2299, 3.4154], [5.1000, -2.2199, 5.1308], [4.8399, -0.7677, 4.1519], [2.5706, 1.8732, 4.9475], [1.1973, 1.9848, 3.8303], [2.0918, 3.4393, 4.2858], [4.9188, 2.1992, 4.1073], [4.5034, 3.7654, 3.3978], [5.2139, 2.4959, 2.3877], [1.6094, 2.4329, 1.3851], [3.2775, 2.6279, 0.7875], [2.5188, 3.8989, 1.7594], [-5.2047, 10.5992, -4.5486], [-4.4630, 9.0076, -3.8531], [-5.2359, 7.8534, -3.8242], [-4.6991, 6.6845, -3.3196], [-3.3888, 6.6778, -2.8487], [-2.6226, 7.8350, -2.8867], [-3.1587, 9.0105, -3.3864], [-2.7454, 5.5256, -2.3039], [-3.4698, 4.5276, -2.1793], [-2.8257, 3.3445, -1.7140], [-3.7032, 2.3735, -1.3018], [-3.2939, 1.1261, -0.8029], [-1.9585, 0.8334, -0.7615], [-1.4519, -0.3206, -0.3457], [-1.0428, 1.8175, -1.1809], [0.2743, 1.4548, -1.0534], [1.2352, 2.3042, -1.3741], [0.9378, 3.5563, -1.9037], [-0.3738, 3.9524, -2.0383], [-1.4228, 3.0864, -1.6625], [-6.2499, 7.8757, -4.1979], [-5.2818, 5.7748, -3.2900], [-1.6071, 7.8072, -2.5136], [-2.5724, 9.9177, -3.4162], [-4.7580, 2.6018, -1.3687], [-4.0167, 0.3903, -0.4800], [2.2517, 1.9744, -1.2171], [1.7486, 4.2122, -2.1846], [-0.6155, 4.9324, -2.4178]], "forces_ev_per_angstrom": [[0.293, -0.477, -0.210], [-0.008, -0.015, 0.011], [0.023, -0.001, -0.053], [-0.022, 0.035, 0.027], [-0.012, 0.006, 0.001], [-0.057, 0.011, -0.013], [0.105, 0.142, 0.056], [0.065, 0.290, 0.071], [0.006, -0.068, -0.042], [0.002, 0.005, 0.018], [0.002, 0.016, -0.006], [-0.007, -0.009, -0.011], [-0.014, -0.001, -0.005], [-0.035, -0.054, -0.050], [0.031, -0.016, 0.056], [0.005, -0.010, -0.008], [-0.018, 0.007, -0.003], [-0.018, -0.009, -0.003], [0.008, 0.003, -0.004], [-0.018, 0.008, 0.018], [0.018, 0.005, 0.015], [-0.002, -0.013, -0.007], [0.006, -0.002, -0.020], [0.008, 0.010, 0.011], [0.000, -0.004, -0.009], [0.002, -0.015, 0.011], [-0.002, 0.003, -0.005], [-0.004, 0.004, 0.002], [0.002, -0.003, 0.007], [0.008, 0.001, -0.001], [0.003, -0.001, 0.000], [0.001, 0.003, 0.001], [0.004, -0.002, 0.009], [0.004, -0.005, -0.001], [-0.001, -0.009, 0.004], [-0.001, 0.004, 0.002], [0.008, 0.000, 0.004], [-0.005, -0.002, -0.005], [0.003, 0.010, -0.001], [-0.003, -0.006, 0.004], [-0.002, 0.006, 0.004], [0.000, 0.001, -0.006], [-0.004, 0.004, 0.014], [0.019, 0.005, 0.010], [0.002, 0.011, -0.010], [0.025, -0.050, 0.027], [0.014, 0.046, -0.007], [-0.043, -0.049, -0.013], [-0.004, 0.003, -0.017], [-0.027, -0.094, 0.213], [-0.015, -0.011, 0.010], [0.019, 0.011, -0.020], [-0.028, 0.131, -0.194], [0.208, -0.118, -0.054], [-0.221, 0.371, -0.039], [-0.046, -0.227, 0.069], [-0.261, 0.046, -0.155], [0.093, -0.047, 0.118], [-0.329, -0.197, -0.107], [0.166, 0.253, -0.076], [-0.030, 0.225, 0.424], [0.060, -0.095, -0.132], [-0.081, 0.022, -0.002], [0.125, -0.005, -0.057], [0.017, -0.057, 0.068], [-0.001, -0.003, 0.002], [-0.014, 0.020, -0.005], [0.002, 0.005, 0.008], [0.002, 0.000, 0.000], [-0.014, 0.010, 0.007], [-0.010, 0.001, 0.013], [-0.030, -0.015, 0.045], [-0.001, 0.004, -0.009], [0.030, -0.043, 0.003]], "e_tot_ev": -133005.6239, "molar_mass_g_mol": 709.57, "lumo_energy_ha": [-0.1891, -0.1890], "multiplicity": 1, "de_lowest_kj_mol": 16.4, "e_homo_ev": [-10.50, -10.50], "total_charge": 1}


Record 4
{"formula": "C11H16N2O", "method": "ωB97M-V/def2-TZVPD", "symbols": ["C", "C", "C", "C", "C", "C", "C", "C", "C", "C", "C", "H", "H", "H", "H", "H", "H", "H", "H", "H", "H", "H", "H", "H", "H", "H", "H", "N", "N", "O"], "xyz": [[1.5470, -4.1096, 2.3401], [0.3232, -2.5334, 0.8559], [-0.5517, -2.4236, -0.2695], [-0.8079, -1.1495, -0.8628], [-0.0518, -0.0003, -0.4119], [0.7671, -0.1259, 0.7139], [1.1211, -1.4552, 1.1543], [-1.5780, 1.3501, -1.5821], [-1.9414, 2.4033, -0.3738], [0.4653, 2.8179, -0.0130], [0.7452, 2.0341, -1.1615], [1.8710, -5.2831, 1.9240], [1.1838, -3.8685, 3.3683], [2.4583, -3.5174, 1.8869], [-1.3097, -3.2867, -0.6876], [-1.3825, -1.2917, -1.8219], [1.5065, 0.5469, 1.2068], [2.3133, -1.8722, 1.6464], [-2.2963, 0.4510, -1.7218], [-1.7485, 1.7980, -2.6142], [-2.8840, 3.1095, -0.4514], [-2.1395, 1.7567, 0.5272], [-0.8261, 4.1012, -1.0814], [1.1202, 3.5667, 0.2914], [0.1386, 2.1215, 0.8661], [1.6850, 1.4459, -1.1187], [0.8824, 2.7652, -2.1274], [-0.2480, 0.9561, -1.5225], [-0.9280, 3.3458, -0.1895], [0.5655, -3.6528, 1.2296]], "forces_ev_per_angstrom": [[1.819, -0.351, -5.283], [-0.420, 6.829, -3.888], [-3.682, 1.047, -1.155], [1.885, -3.597, 1.421], [-2.182, -2.217, -2.174], [2.527, -1.338, -0.220], [2.013, -0.087, 1.285], [-4.313, 1.823, -1.627], [-2.627, -1.055, -1.262], [-5.430, -1.855, 3.225], [2.108, -0.525, -5.754], [-1.640, 3.376, 1.984], [0.428, -0.428, -1.066], [-1.193, -1.288, 2.222], [2.557, 1.782, 1.402], [0.717, 1.065, 1.240], [-1.066, 0.325, -1.212], [-4.121, 2.457, -1.084], [1.197, 1.480, 1.019], [0.312, 0.304, 1.191], [1.304, -2.061, -0.496], [0.557, 0.776, -0.485], [-0.956, -2.732, 2.891], [1.214, 1.183, 0.358], [1.685, 1.146, -1.030], [-0.229, 0.612, 0.065], [-0.420, -1.572, 2.057], [3.527, 0.817, 3.772], [2.862, 4.887, -2.261], [1.568, -10.805, 4.864]], "e_tot_ev": -16686.1731, "molar_mass_g_mol": 192.26, "lumo_energy_ha": 0.0264, "multiplicity": 1, "de_lowest_kj_mol": 748.3, "e_homo_ev": -7.28}